Run a
Density functional theory data (ωB97M-V/def2-TZVPD) for a molecular structure, C2H3I3O.

CARTESIAN COORDINATES (ANGSTROEM)
C 0.1854 0.1915 0.0645
C -0.9904 0.7413 -0.6583
O -0.0545 0.1713 1.4298
I 1.8670 1.5998 -0.4341
I -1.6706 2.6498 0.2473
I -2.6027 -0.6589 -0.3737
H 0.2982 -0.8165 -0.3196
H -0.9158 1.1251 -1.5762
H -0.6037 0.9074 1.6659

The lowest unoccupied orbital energy is -0.449 eV. For the HOMO energy, the calculation gives -0.342 hartree.

---

Run b
Density functional theory data (ωB97M-V/def2-TZVPD) for a molecular structure, C2H3I3O.

CARTESIAN COORDINATES (ANGSTROEM)
C -1.3532 -0.1512 0.1833
C 1.1048 0.1535 -0.0667
O -0.0884 0.2538 0.7063
I 2.6447 -0.0144 1.4380
I 1.2791 -1.5236 -1.5034
I 1.3823 2.0153 -1.1199
H -1.2259 -0.5853 -0.8138
H -2.1223 0.7020 0.2271
H -1.6212 -0.8501 0.9491

The lowest unoccupied orbital energy is -1.005 eV. For the HOMO energy, the calculation gives -0.339 hartree.

---

Most stable structure: run a

---

Run a
Density functional theory data (ωB97M-V/def2-TZVPD) for a single CH4FNO molecule.

CARTESIAN COORDINATES (ANGSTROEM)
C 0.1411 0.6723 0.5422
N 0.1137 -0.6624 0.2931
O -1.0870 -1.2682 -0.7447
F -0.5189 -0.9101 -2.0238
H 0.2540 0.8417 1.6825
H 0.9802 1.1732 -0.0933
H -0.7644 1.2724 0.4388
H 0.8813 -1.1189 -0.0948

The lowest unoccupied orbital energy is 0.412 eV. As for the structure (SMILES): CNOF. For the HOMO energy, the calculation gives -0.370 hartree.

---

Run b
Density functional theory data (ωB97M-V/def2-TZVPD) for 2 unconnected molecules or ions with the total composition CH4FNO.

CARTESIAN COORDINATES (ANGSTROEM)
C 0.5206 -0.4776 -0.0321
N -1.4960 0.5809 0.3065
O -0.4239 0.5513 -0.5155
F -2.3924 -0.4911 -0.0185
H 0.3256 -1.4944 -0.5705
H 0.4927 -0.4609 1.0282
H 1.5060 -0.1645 -0.4414
H -2.3617 1.5792 -0.3958

The lowest unoccupied orbital energy is 0.204 eV. For the HOMO energy, the calculation gives -0.368 hartree.

---

Most stable structure: run b

---

Run a
Density functional theory data (ωB97M-V/def2-TZVPD) for a single C2H6S2 molecule.

CARTESIAN COORDINATES (ANGSTROEM)
C 0.1665 1.2944 0.8000
S -0.3383 -0.2793 1.7519
S 0.2685 -1.8096 0.5670
C -0.1107 -1.0946 -1.0823
H 1.1422 1.1855 0.2764
H 0.3438 1.9901 1.6717
H -0.7950 1.6561 0.2323
H -1.1701 -0.5699 -1.0462
H -0.1093 -1.9722 -1.7350
H 0.6025 -0.4006 -1.4357

The lowest unoccupied orbital energy is 0.776 eV. As for the structure (SMILES): CSSC. For the HOMO energy, the calculation gives -0.294 hartree.

---

Run b
Density functional theory data (ωB97M-V/def2-TZVPD) for a single C2H6S2 molecule.

CARTESIAN COORDINATES (ANGSTROEM)
C 1.5802 0.3188 -0.0812
C -0.0009 0.3406 -0.3664
S -0.5827 -0.7429 0.9994
S -2.9644 -0.3568 0.0414
H 1.7639 -0.7163 -0.0137
H 1.6615 0.6032 1.0207
H 2.1123 0.9280 -0.8057
H -0.2295 -0.1991 -1.3380
H -0.5112 1.2997 -0.2801
H -2.8292 -1.4750 0.8237

The lowest unoccupied orbital energy is -1.754 eV. As for the structure (SMILES): CCSS. For the HOMO energy, the calculation gives -0.331 hartree.

---

Most stable structure: run a

---

Run a
Density functional theory data (ωB97M-V/def2-TZVPD) for a gas-phase ion, C11H16NS (charge +1).

CARTESIAN COORDINATES (ANGSTROEM)
C -2.5771 -1.7450 0.5454
C -1.1471 -1.5329 0.3895
C -0.1363 -2.5517 0.3144
C 1.2038 -2.4241 0.3591
C 1.7382 -1.0454 0.3965
C 3.1423 -0.8180 0.4705
C 0.8124 -0.0994 0.2900
C -0.5557 -0.2770 0.3787
C -1.2850 1.0158 0.3007
N -0.2726 2.0390 -0.3398
C -0.4160 1.8610 -1.8108
C 1.0463 1.6917 0.1996
S 1.2048 2.3997 1.8740
H -2.7205 -1.2445 1.4870
H -3.2108 -1.4130 -0.2221
H -2.8298 -2.7864 0.7043
H -0.6364 -3.5270 0.2635
H 1.8056 -3.2572 0.4158
H 3.3821 -0.0237 1.1817
H 3.6740 -1.7476 0.8185
H 3.5542 -0.4616 -0.5146
H -2.1336 1.1770 -0.4989
H -1.5355 1.4501 1.2904
H -0.5102 2.9580 -0.1682
H 0.4627 2.3040 -2.2610
H -0.3842 0.8370 -2.1306
H -1.2642 2.4346 -2.1791
H 1.7661 1.9907 -0.4592
H 0.9831 1.2194 2.4575

The lowest unoccupied orbital energy is -2.853 eV. As for the structure (SMILES): Cc1ccc(C)c2c1C[N@H+](C)[C@H]2S. Its total charge is +1. For the HOMO energy, the calculation gives -0.454 hartree.

---

Run b
Density functional theory data (ωB97M-V/def2-TZVPD) for a gas-phase ion, C11H16NS (charge +1).

CARTESIAN COORDINATES (ANGSTROEM)
C 0.1868 -4.5503 -1.2837
C 0.7674 -4.0260 -0.1187
C -0.5535 -3.6688 -2.0813
C 0.7790 -2.7333 0.3107
C -0.5852 -2.3454 -1.6677
C 0.0263 -1.8438 -0.4672
C -0.3512 3.1418 -0.5130
C -1.4781 2.1870 -0.1593
C -0.1594 -0.4698 -0.1259
C 0.3603 -0.0969 1.2547
C 0.5852 3.6753 1.6502
N 0.8179 2.9470 0.3443
S -1.0916 0.6199 -1.0547
H 0.3215 -5.5186 -1.6003
H 1.2957 -4.8930 0.4261
H -0.9409 -4.0748 -3.0431
H 1.0670 -2.4867 1.2474
H -1.3242 -1.7748 -2.0851
H -0.1202 3.0762 -1.5700
H -0.8874 4.0750 -0.3663
H -1.7618 1.7649 0.7957
H -2.3563 2.5605 -0.5497
H 0.3154 -1.0093 1.8533
H -0.0281 0.7488 1.7238
H 1.5314 0.0968 1.2483
H 0.7757 4.8003 1.5929
H -0.2805 3.3133 2.1389
H 1.4412 3.2982 2.2741
H 1.6478 3.1863 -0.1746

The lowest unoccupied orbital energy is -5.339 eV. Its total charge is +1. For the HOMO energy, the calculation gives -0.460 hartree.

---

Most stable structure: run a

---

Run a
Density functional theory data (ωB97M-V/def2-TZVPD) for a single C5H4 molecule.

CARTESIAN COORDINATES (ANGSTROEM)
C -1.8014 0.2761 -0.3473
C 1.7161 -0.6530 -0.1800
C 0.6418 0.2033 0.5504
C -0.5890 0.2615 0.0952
C 2.2600 0.5017 -0.2876
H -2.4770 -0.5561 -0.2246
H -2.2029 1.1499 -0.8375
H 1.6186 -1.7069 -0.3357
H 0.8338 0.5235 1.5671

The lowest unoccupied orbital energy is 0.137 eV. For the HOMO energy, the calculation gives -0.358 hartree.

---

Run b
Density functional theory data (ωB97M-V/def2-TZVPD) for a single C5H4 molecule.

CARTESIAN COORDINATES (ANGSTROEM)
C 1.1953 0.5225 -0.5031
C -0.1115 0.3738 0.1418
C -1.3456 0.6431 0.3697
C -2.3932 -0.5534 0.2580
C -1.1350 -1.0235 0.4829
H 2.0291 0.2334 0.1523
H 1.3354 1.5635 -0.8260
H 1.2230 -0.1232 -1.3959
H -0.7975 -1.6362 1.3204

The lowest unoccupied orbital energy is -0.256 eV. For the HOMO energy, the calculation gives -0.322 hartree.

---

Most stable structure: run a

---

Run a
Density functional theory data (ωB97M-V/def2-TZVPD) for a single C2H2F2 molecule.

CARTESIAN COORDINATES (ANGSTROEM)
F -0.9014 -1.4144 0.4851
C 0.0517 -0.4847 0.4801
C -0.0798 0.5087 -0.4468
F 0.9222 1.4156 -0.5123
H 0.7336 -0.6068 1.2681
H -0.7526 0.4526 -1.2225

The lowest unoccupied orbital energy is 1.217 eV. As for the structure (SMILES): F/C=C/F. For the HOMO energy, the calculation gives -0.357 hartree.

---

Run b
Density functional theory data (ωB97M-V/def2-TZVPD) for a single C2H2F2 molecule.

CARTESIAN COORDINATES (ANGSTROEM)
F -0.5107 -1.6683 -0.2932
C 0.1971 -0.6286 0.0956
C -0.2211 0.6248 -0.0573
F 0.5286 1.6702 0.2599
H 1.1329 -0.8926 0.6198
H -1.1500 0.8984 -0.5505

The lowest unoccupied orbital energy is 1.245 eV. As for the structure (SMILES): F/C=C/F. For the HOMO energy, the calculation gives -0.361 hartree.

---

Most stable structure: run b